[1]
18
Properties=species:S:1:pos:R:3:forces:R:3:nbo_charge:R:1 method="wB97M-V/def2-TZVPD" gap_ev=8.6234 mol_weight_da=97.16 energy_ev=-7887.190 e_above_lowest_kcal_mol=77.05
C -1.6495 1.3835 0.0987 -1.02 -1.26 -2.39 -0.6493
N -0.7383 -1.1086 1.4120 4.49 3.77 2.78 -0.8248
C 0.0236 -0.4309 0.3455 -2.03 1.01 0.68 0.0855
C -0.6568 0.3660 -0.4906 -0.04 0.74 2.30 0.0094
C -0.4256 0.3787 -1.9161 0.64 2.18 -1.02 -0.6393
C 2.5023 -0.0849 0.6376 -1.25 -2.23 -2.03 -0.3699
C 1.4125 -0.7263 0.1130 2.22 -0.43 0.28 -0.2083
H -2.4224 0.8811 0.6127 -0.92 -0.55 1.03 0.2099
H -1.3092 2.1997 0.6965 0.91 0.25 0.38 0.2232
H -2.2088 1.8096 -0.7393 0.11 0.29 -0.05 0.2083
H -1.0284 -1.8014 0.8863 -2.49 -4.70 -2.40 0.3489
H -1.4886 -0.5746 1.7530 -1.01 0.70 0.31 0.3603
H -1.3864 0.1520 -2.4067 0.31 0.45 -0.08 0.2202
H 0.2934 -0.3387 -2.2503 0.48 -0.44 -0.13 0.2182
H -0.0400 1.4065 -2.1370 -0.51 -0.69 -0.83 0.2118
H 3.4551 -0.5315 0.3243 -0.21 0.54 0.34 0.1987
H 2.5016 0.7975 1.2329 -0.25 0.34 0.52 0.2016
H 1.5626 -1.5573 -0.5852 0.58 0.02 0.29 0.1957

---

[2]
118
Properties=species:S:1:pos:R:3:forces:R:3:mulliken_spin:R:1 method="wB97M-V/def2-TZVPD" gap_ev="5.3369 / 5.2996" spin_multiplicity=2 s_squared=1.0369 mol_weight_da=1068.51 energy_ev=-198862.963
Fe 0.2823 0.4892 0.5593 -1.05 -1.15 -0.41 0.8653
O -1.6564 0.5214 6.5042 -0.14 -0.01 0.06 -0.0005
C -1.1972 0.4918 5.2388 0.46 0.18 -0.30 -0.0021
C 0.1000 0.8848 4.8983 -0.25 -0.16 -0.13 0.0053
C 0.4930 0.8023 3.5745 0.07 0.28 0.18 0.0020
N -0.2985 0.3682 2.6006 -0.33 -0.05 0.39 -0.0047
C -1.5584 0.0540 2.9199 0.39 0.01 0.72 -0.0038
C -2.0525 0.0948 4.2151 0.12 -0.06 -0.24 -0.0001
C -2.4097 -0.2058 1.7347 -0.54 -0.01 -0.38 -0.0003
O -3.6212 -0.2784 1.8074 0.33 0.13 0.12 0.0045
O -1.7194 -0.2748 0.6257 -0.46 0.64 -0.23 -0.0444
C 1.7994 1.3492 3.0415 -0.18 0.03 -0.20 0.0115
O 2.7503 1.5614 3.7755 0.23 0.10 0.51 0.0056
O 1.7095 1.5434 1.7934 0.95 0.56 0.83 -0.0157
H -0.9771 0.8550 7.1040 -0.02 -0.06 -0.12 0.0001
H 0.8037 1.2538 5.6300 0.11 0.03 0.05 0.0006
H -3.0846 -0.1547 4.3989 -0.11 -0.02 0.03 -0.0003
C 1.0761 4.0367 1.0840 0.04 -0.24 -0.11 0.0040
P -0.1292 2.8180 0.4276 -0.77 1.18 0.30 0.0295
C 0.0270 3.3345 -1.3157 -0.08 1.39 0.11 0.0246
N 0.0441 4.6263 -1.5944 0.21 -0.12 0.05 -0.0013
C 0.1832 5.0326 -2.8722 0.10 -1.29 -0.34 -0.0016
C 0.1760 6.3881 -3.1941 0.04 0.89 -0.63 0.0006
C 0.2818 6.7892 -4.5117 -0.17 0.24 1.37 -0.0004
C 0.4072 5.8444 -5.5197 0.07 -1.27 -0.44 -0.0002
C 0.4506 4.4921 -5.2314 0.05 0.63 -0.77 0.0003
C 0.3346 4.0542 -3.9093 -0.19 0.46 1.28 -0.0006
N 0.3349 2.7456 -3.5853 0.01 -0.28 0.54 0.0024
C 0.1781 2.3799 -2.3177 0.18 0.32 -1.54 -0.0160
P 0.0461 0.6251 -1.8305 -0.55 -0.60 -0.93 -0.0081
C -1.7368 0.4014 -2.2284 0.15 0.33 0.20 0.0183
C 0.8566 -0.2613 -3.3245 0.18 -0.11 0.31 -0.0042
C 2.3430 0.0838 -3.4043 -0.11 0.05 0.13 -0.0046
C 0.6916 -1.7599 -3.0898 -0.02 0.25 0.24 0.0177
C 0.1998 0.0861 -4.6600 0.00 0.22 0.01 -0.0019
C -1.7733 3.6417 0.9242 0.15 -0.15 -0.08 -0.0020
C -1.9796 3.3322 2.4083 0.12 -0.16 -0.12 -0.0034
C -2.8884 3.0108 0.0947 0.17 -0.06 0.08 -0.0045
C -1.7604 5.1542 0.7191 0.01 -0.10 -0.12 0.0021
H 0.8936 4.9941 0.6031 -0.04 0.03 0.09 -0.0003
H 2.0705 3.6825 0.8288 0.10 0.01 0.03 0.0006
H 1.0255 4.1146 2.1662 -0.04 -0.02 0.07 -0.0001
H 0.0750 7.1049 -2.3948 -0.02 0.09 0.11 0.0001
H 0.2555 7.8412 -4.7523 0.01 0.08 -0.03 0.0000
H 0.4562 6.1734 -6.5457 0.08 -0.02 -0.14 0.0000
H 0.5596 3.7639 -6.0222 -0.01 -0.08 -0.02 -0.0001
H -2.0047 0.9537 -3.1275 0.05 -0.12 -0.07 0.0029
H -2.3145 0.7825 -1.3922 -0.05 -0.09 -0.01 -0.0073
H -1.9509 -0.6572 -2.3342 -0.07 -0.09 -0.04 -0.0054
H 2.8844 -0.3004 -2.5436 0.10 -0.04 -0.03 -0.0021
H 2.4872 1.1599 -3.4773 0.14 0.13 -0.01 0.0010
H 2.7742 -0.3666 -4.2973 -0.01 -0.09 -0.11 -0.0002
H 1.0303 -2.0422 -2.0943 0.03 -0.13 0.04 -0.0173
H 1.2594 -2.3192 -3.8323 0.11 -0.02 -0.11 0.0006
H -0.3492 -2.0345 -3.1950 -0.15 -0.15 0.04 0.0027
H 0.3801 1.1264 -4.9094 -0.10 -0.25 -0.16 0.0008
H -0.8698 -0.0942 -4.6427 -0.17 -0.07 -0.07 0.0000
H 0.6304 -0.5421 -5.4374 0.10 -0.22 -0.03 -0.0003
H -2.2491 2.2881 2.5517 -0.03 0.10 0.07 0.0023
H -2.7850 3.9449 2.8135 -0.06 0.06 0.00 -0.0002
H -1.0713 3.5380 2.9788 -0.05 0.03 0.13 0.0004
H -2.8842 1.9280 0.2082 -0.07 -0.07 -0.05 0.0030
H -2.7754 3.2649 -0.9594 -0.06 -0.02 -0.12 -0.0002
H -3.8615 3.3667 0.4304 -0.08 0.10 0.04 0.0002
H -1.1308 5.6440 1.4581 0.06 0.11 0.03 -0.0002
H -2.7731 5.5381 0.8292 -0.17 0.01 0.12 -0.0001
H -1.4055 5.4077 -0.2778 -0.11 0.16 0.20 -0.0003
C -2.3569 -3.4145 -2.7648 0.31 0.28 0.70 0.0004
Si -2.3471 -3.0890 -0.8481 -0.28 -0.32 -0.15 -0.0120
C -4.0249 -2.2221 -0.5292 0.68 -0.13 0.05 -0.0027
C -2.5735 -4.8797 -0.1757 0.28 0.69 -0.08 -0.0013
Ge -0.3124 -1.8741 0.4639 0.30 -3.03 0.12 -0.0117
Si -0.7791 -3.1483 2.7102 0.19 -0.45 0.29 -0.0119
C -2.6001 -3.1427 3.3474 0.48 0.27 -0.33 -0.0046
C -0.3854 -5.0357 2.5902 -0.08 0.74 -0.38 0.0053
C 0.4091 -2.6477 4.1434 -0.44 0.16 -0.64 0.0022
Si 2.2273 -3.6252 -0.0964 -1.13 0.46 0.10 0.1225
C 3.5727 -3.0000 -1.3087 -0.46 -0.18 0.33 0.0151
C 3.2074 -4.2302 1.4372 -0.40 0.12 -0.43 0.0112
C 1.2411 -5.0613 -0.8794 0.64 0.28 0.24 0.0232
H -3.1714 -4.1015 -2.9773 -0.23 -0.13 0.16 -0.0001
H -1.4483 -3.8844 -3.1275 0.19 -0.08 -0.04 0.0001
H -2.5417 -2.5248 -3.3602 0.03 0.20 -0.08 0.0001
H -4.8343 -2.7353 -1.0443 0.03 -0.27 -0.19 -0.0004
H -4.0254 -1.1891 -0.8608 0.05 0.19 -0.03 0.0006
H -4.2626 -2.2063 0.5292 0.00 0.02 0.15 0.0001
H -3.3817 -5.3711 -0.7091 -0.23 0.07 -0.22 0.0003
H -2.8334 -4.8861 0.8754 -0.04 0.03 0.25 0.0006
H -1.6887 -5.4906 -0.3105 0.23 -0.10 -0.03 0.0005
H -3.1331 -4.0166 2.9812 0.02 -0.16 -0.12 0.0003
H -3.1556 -2.2718 3.0198 -0.17 0.09 -0.03 0.0016
H -2.6496 -3.1679 4.4338 0.18 -0.03 0.19 -0.0003
H -0.9819 -5.5494 1.8499 -0.17 -0.11 -0.19 -0.0006
H -0.5984 -5.4991 3.5487 -0.09 0.07 0.32 -0.0001
H 0.6541 -5.2327 2.3626 0.26 0.00 -0.06 -0.0005
H 0.4562 -1.5779 4.2995 0.03 0.16 0.07 -0.0013
H 1.4205 -2.9891 3.9418 0.19 -0.10 -0.15 -0.0001
H 0.0986 -3.0990 5.0820 -0.18 -0.19 0.10 -0.0003
H 3.1963 -2.8423 -2.3119 -0.14 0.02 -0.20 -0.0011
H 4.3729 -3.7342 -1.3713 0.12 -0.21 0.04 0.0014
H 4.0149 -2.0684 -0.9713 0.08 0.19 0.12 -0.0054
H 3.9202 -3.4846 1.7732 0.15 0.22 -0.02 -0.0021
H 3.7728 -5.1213 1.1730 0.11 -0.18 -0.12 0.0019
H 2.5816 -4.4863 2.2840 -0.16 -0.02 0.12 -0.0018
H 0.6468 -4.7331 -1.7251 -0.09 0.19 -0.19 -0.0020
H 0.5691 -5.5189 -0.1630 -0.10 -0.03 0.24 -0.0029
H 1.9273 -5.8296 -1.2273 0.12 -0.24 -0.13 0.0029
I 4.8791 2.9850 -0.9381 -0.19 -0.33 0.18 0.0009
C 4.0811 1.3071 0.0572 0.63 0.28 -0.32 0.0232
C 4.7501 0.7145 1.1138 -0.56 -0.16 -0.10 -0.0050
C 4.1014 -0.3397 1.7455 0.38 -0.02 -0.28 0.0069
C 2.8812 -0.7675 1.2722 -0.26 -0.15 -0.24 0.0309
N 2.2564 -0.2265 0.2154 0.66 0.74 0.37 -0.0216
C 2.8598 0.8196 -0.3549 0.21 -0.25 -0.07 0.0053
H 5.7021 1.0789 1.4602 0.11 0.07 0.05 -0.0004
H 4.5416 -0.8178 2.6036 0.02 -0.05 0.16 -0.0006
H 2.3349 -1.5519 1.7761 -0.07 -0.13 0.07 -0.0136
H 2.3292 1.3133 -1.1547 0.13 0.08 0.02 -0.0073